The following is a quantum chemistry calculation of 9 unconnected molecules or ions with the total composition C33H83NO9, from OMol25.

Summary:
frontier orbital gap: 8.7 eV
HOMO energy: -8.259 eV
LUMO level: 0.43 eV
strongest force on any atom: 3.016 eV Å⁻¹
SMILES: CC1(C)CCCC(C)(C)N1O.CC(C)O.CC(C)O.CC(C)O.CC(C)O.CC(C)O.CC(C)O.CC(C)O.CC(C)O
energy relative to the best compared isomer or geometry (same formula, charge and spin): 248.2 kJ/mol
electronic energy: -55481.6681 eV

Atoms and positions in Å:
C 1.887 -5.257 2.526
C 2.949 -4.153 2.794
C 3.326 -4.085 4.291
C 4.272 -4.544 2.040
C 4.309 -4.296 0.580
C 3.797 -2.865 0.266
C 2.428 -2.449 0.984
C 2.454 -0.922 0.792
C 1.223 -3.006 0.166
N 2.493 -2.795 2.426
O 1.408 -2.340 3.161
H 0.880 -4.921 2.772
H 1.795 -5.313 1.441
H 2.085 -6.210 3.016
H 4.004 -4.856 4.655
H 3.903 -3.198 4.551
H 2.421 -4.099 4.899
H 5.164 -4.126 2.506
H 4.398 -5.627 2.027
H 5.332 -4.368 0.210
H 3.720 -5.096 0.131
H 3.641 -2.879 -0.813
H 4.670 -2.251 0.489
H 3.175 -0.476 1.477
H 1.454 -0.551 1.018
H 2.696 -0.647 -0.235
H 1.219 -4.055 -0.131
H 1.172 -2.469 -0.781
H 0.302 -2.899 0.738
H 1.790 -1.562 3.573
C 2.845 2.535 0.374
C 3.549 3.763 -0.192
C 3.317 3.858 -1.725
O 2.952 4.902 0.428
H 3.101 2.460 1.431
H 3.184 1.691 -0.226
H 1.772 2.656 0.227
H 4.615 3.708 0.028
H 3.442 2.936 -2.292
H 4.040 4.536 -2.180
H 2.375 4.322 -2.018
H 2.031 4.832 0.168
C -4.004 3.575 -0.121
C -4.501 2.795 1.101
C -5.809 3.364 1.624
O -4.754 1.456 0.765
H -4.577 3.440 -1.038
H -2.957 3.297 -0.246
H -4.001 4.638 0.119
H -3.734 2.900 1.868
H -5.547 4.351 2.004
H -6.230 2.830 2.476
H -6.563 3.514 0.851
H -5.577 1.190 1.181
C -2.181 -2.446 4.267
C -3.661 -2.141 4.099
C -4.475 -2.586 5.303
O -3.880 -0.739 3.952
H -1.598 -1.997 3.462
H -1.890 -3.495 4.211
H -1.794 -2.055 5.208
H -3.946 -2.676 3.193
H -5.542 -2.593 5.081
H -4.348 -1.920 6.156
H -4.214 -3.598 5.615
H -3.141 -0.442 3.417
C 2.440 -0.106 -3.195
C 3.402 -0.962 -4.031
C 2.884 -1.225 -5.434
O 4.620 -0.286 -4.031
H 1.828 -0.718 -2.532
H 1.860 0.591 -3.800
H 2.921 0.466 -2.402
H 3.536 -1.909 -3.508
H 2.054 -1.929 -5.377
H 3.714 -1.739 -5.917
H 2.765 -0.316 -6.025
H 4.643 0.586 -4.431
C 0.492 2.930 -4.066
C -0.775 3.715 -3.896
C -2.002 2.900 -3.589
O -0.487 4.651 -2.883
H 0.319 2.041 -4.672
H 0.868 2.612 -3.093
H 1.327 3.526 -4.436
H -0.837 4.289 -4.820
H -1.969 2.567 -2.552
H -2.145 1.979 -4.155
H -2.856 3.576 -3.616
H -0.981 5.445 -3.101
C -1.291 2.344 5.266
C -0.788 2.129 3.802
C 0.471 2.934 3.517
O -0.554 0.785 3.650
H -2.236 1.870 5.530
H -1.348 3.421 5.424
H -0.487 2.132 5.971
H -1.617 2.379 3.140
H 0.439 3.964 3.872
H 0.497 2.960 2.427
H 1.332 2.421 3.947
H -0.973 0.503 2.834
C -2.369 -0.959 -0.499
C -1.662 -0.271 0.661
C -0.755 0.850 0.176
O -2.553 0.232 1.623
H -1.688 -1.368 -1.246
H -3.024 -0.271 -1.033
H -2.923 -1.806 -0.095
H -1.071 -1.004 1.210
H -0.415 1.384 1.063
H -1.327 1.494 -0.493
H 0.013 0.461 -0.493
H -3.351 0.567 1.208
C -0.862 -0.926 -6.467
C -2.183 -0.872 -5.771
C -2.146 -1.203 -4.254
O -2.796 0.365 -6.152
H -0.240 -1.744 -6.103
H -0.294 -0.037 -6.196
H -1.032 -0.908 -7.544
H -2.792 -1.663 -6.208
H -1.609 -0.466 -3.658
H -1.817 -2.218 -4.030
H -3.186 -1.137 -3.934
H -3.650 0.432 -5.718

Forces on the atoms, in the same order (eV/Å):
-0.25 1.16 -0.54
0.62 -0.53 0.76
-0.20 0.03 0.34
-0.08 -0.35 0.58
-0.91 1.26 -0.64
-0.43 -1.99 0.28
1.57 -0.27 -1.20
-0.90 -0.32 0.79
0.10 -0.10 0.33
2.22 -0.48 -1.99
-0.62 -0.08 -0.02
0.03 0.12 0.66
0.32 -0.77 -0.06
0.16 0.07 -0.21
-0.32 -0.63 -0.42
-0.28 0.44 -0.38
0.06 0.03 0.12
-0.19 0.27 0.33
-0.11 -0.22 1.16
-0.01 -0.23 -0.09
-0.15 0.24 -0.57
-0.19 0.64 -0.11
-0.49 0.68 0.22
0.01 0.05 -0.06
0.05 0.40 0.08
0.02 -0.15 0.03
0.59 -0.17 0.25
-0.23 0.29 0.07
-0.10 0.39 -0.05
-0.38 0.23 0.34
0.76 0.28 -0.54
-1.47 -0.35 -0.99
0.89 0.57 -0.24
0.80 0.22 0.03
-0.23 -0.37 -0.05
-0.09 -0.38 0.43
-0.11 -0.13 0.12
-0.07 0.39 0.13
-0.13 -0.31 0.33
0.28 0.15 0.17
-0.40 -0.30 0.44
-0.24 0.27 0.11
0.48 -0.07 0.64
-1.41 1.16 -0.42
0.51 1.24 0.42
0.40 -1.08 -0.58
-0.04 -0.29 0.15
0.00 -0.01 -0.53
-0.02 0.07 0.04
0.08 -0.38 0.22
-0.32 0.23 0.10
0.06 -0.30 -0.08
0.05 -0.25 -0.11
0.06 -0.18 0.09
0.65 0.25 0.11
0.33 -0.14 0.64
-0.41 -0.33 -0.14
0.03 -0.50 0.13
0.01 0.30 -0.08
-0.51 -0.24 0.13
0.00 0.13 0.04
-0.56 -0.02 -0.17
-0.06 0.06 -0.11
0.30 0.09 -0.11
0.10 -0.05 -0.04
0.03 0.49 -0.39
-0.43 -0.34 0.76
-1.38 1.64 0.56
1.28 -0.73 0.29
2.13 -0.52 0.01
-0.82 -0.28 -0.57
-0.17 -0.20 0.07
0.73 0.25 -0.39
0.42 -0.02 -0.11
-0.30 0.44 -0.38
-0.08 -0.29 -0.27
-0.68 0.04 0.22
-0.67 -0.06 -0.14
0.53 -0.85 0.54
1.19 -0.03 -0.99
-0.33 0.08 0.82
-0.30 0.70 0.70
0.17 0.06 -0.18
-0.27 -0.31 0.25
-0.25 0.12 -0.44
-0.75 -0.10 -0.33
0.30 0.04 0.23
-0.01 0.41 -0.54
-0.33 -0.28 -0.33
0.00 0.18 0.31
0.92 1.13 -0.60
-1.14 1.09 2.33
-0.65 -0.04 -0.53
0.75 -1.93 -0.40
0.23 -0.16 -0.16
-0.63 0.25 -0.13
-0.03 -0.81 0.02
0.00 0.54 -0.21
-0.12 -0.04 0.07
0.79 0.11 -0.06
0.02 0.03 -0.17
-0.16 -0.18 0.05
0.00 -0.35 0.31
0.59 -0.13 -0.84
-0.58 -0.35 -0.43
0.32 -0.26 0.65
0.31 0.08 0.15
-0.21 0.05 0.15
-0.33 0.05 -0.16
0.26 -0.20 -0.10
0.51 0.20 -0.46
-0.24 0.41 0.28
0.50 0.00 0.47
-0.72 0.33 -0.25
0.57 0.69 0.34
-0.33 -1.10 0.15
-0.78 1.06 -0.60
0.39 0.01 0.67
-0.26 -0.32 -0.42
0.05 0.26 -0.11
0.34 -0.26 0.04
-0.21 -0.27 -0.05
0.32 -0.05 -0.08
0.21 0.10 -0.26
-0.14 -0.10 0.31
-0.15 -0.01 0.03